Entry 1:
# C2H5Cl2N2

A cluster of 2 separate species, C2H5Cl2N2 in total in a non-equilibrium geometry (the ωB97M-V functional and the def2-TZVPD basis, the Open Molecules 2025 dataset).

## Properties
E_HOMO	-13.93	eV
relative energy (zero: lowest compared OMol25 entry of this formula, charge and spin)	2.099	eV
E_LUMO	-5.16	eV
gap between HOMO and LUMO	8.77	eV
E_tot	-1108.7674	a.u.
spin multiplicity	1
net charge	+1

Cartesian coordinates (Å):
C  -0.1955  -0.2909  -0.2949
C  3.2337  0.6130  0.2431
N  0.4821  0.7202  0.0504
N  0.1923  -1.5823  -0.1951
Cl  3.6447  -0.9918  0.1144
Cl  4.5553  1.6800  -0.0274
H  -1.2648  -0.1469  -0.3790
H  -0.4424  -2.3374  -0.3861
H  -0.0044  1.6519  -0.0690
H  1.4259  0.6819  0.3490
H  1.1460  -1.8503  -0.0925

Force components x, y, z for each atom (eV/Å):
-1.532 -3.570 1.345
1.085 1.351 -0.024
-2.224 3.120 -0.843
-0.516 1.603 -0.593
0.528 -0.658 -0.097
-0.852 -0.867 0.212
-0.062 -0.053 -0.804
-0.291 0.163 -0.128
1.128 -1.484 0.418
2.061 0.354 0.324
0.673 0.042 0.191

These are the Löwdin partial charges, in e, on atoms 1 to 5: -0.173, -0.998, 0.182, 0.183, 0.670

=====

Entry 2:
# C2H5Cl2N6

A structure of composition C2H5Cl2N6 in a non-equilibrium geometry (the ωB97M-V functional and the def2-TZVPD basis, the Open Molecules 2025 dataset).

## Properties
E_HOMO (alpha / beta)	-12.93 / -13.14	eV
relative energy (zero: lowest compared OMol25 entry of this formula, charge and spin)	1.808	eV
E_LUMO (alpha / beta)	-6.48 / -5.73	eV
gap between HOMO and LUMO (alpha / beta)	6.45 / 7.41	eV
E_tot	-1327.6456	a.u.
spin multiplicity	1
net charge	+1

Cartesian coordinates (Å):
C  -1.5842  0.9782  0.8335
C  1.1026  -0.9106  -0.1972
N  -2.3811  1.5827  1.4645
N  -0.6460  0.2042  0.5969
N  -0.0346  -0.2767  -0.4121
N  1.5218  -1.2177  1.0400
N  -1.3895  2.0426  -1.1523
N  1.7500  -1.5086  -1.2356
Cl  -0.9171  3.5128  -0.5726
Cl  -0.5033  1.1363  -2.1921
H  -3.2640  1.3246  1.7596
H  0.7310  -1.1227  1.7819
H  2.1630  -1.9593  1.3524
H  1.2266  -1.4103  -2.0974
H  2.2247  -2.3755  -0.9695

Force components x, y, z for each atom (eV/Å):
-0.026 -1.455 -0.031
1.736 -2.658 0.398
1.196 1.272 0.033
0.421 1.334 1.400
-0.325 -1.413 -1.153
-2.456 0.105 3.009
-1.209 -0.787 -0.222
-0.661 0.929 0.816
0.948 0.367 -0.536
0.209 1.821 -0.515
-2.113 -0.368 0.562
2.089 0.227 -1.723
-0.180 0.605 -1.106
0.588 -0.555 -0.114
-0.214 0.577 -0.818

These are the Löwdin partial charges, in e, on atoms 1 to 5: -0.323, -0.453, 0.239, 0.068, -0.094

=====

Entry 3:
# C2H5Cl2O

A cluster of 2 separate species, C2H5Cl2O in total in a non-equilibrium geometry (the ωB97M-V functional and the def2-TZVPD basis, the Open Molecules 2025 dataset).

## Properties
E_HOMO (alpha / beta)	-9.55 / -11.17	eV
relative energy (zero: lowest compared OMol25 entry of this formula, charge and spin)	0.186	eV
E_LUMO (alpha / beta)	0.79 / -1.09	eV
gap between HOMO and LUMO (alpha / beta)	10.35 / 10.08	eV
E_tot	-1074.7502	a.u.
spin multiplicity	2

Cartesian coordinates (Å):
H  1.4513  0.4201  0.4408
C  -0.4130  -0.7755  0.3304
C  -1.3608  -0.0331  -0.4741
Cl  -1.6503  1.6095  0.2341
Cl  -0.7061  0.1393  -2.1624
H  0.1051  -1.6365  -0.1009
H  -0.3378  -0.5751  1.4056
H  -2.3067  -0.6186  -0.4805
O  2.2240  0.9962  0.5733
H  2.9943  0.4738  0.2337

Force components x, y, z for each atom (eV/Å):
0.344 0.233 -0.030
0.939 -0.586 0.943
-0.322 0.282 -0.262
-0.120 -0.723 -0.309
-0.522 -0.138 0.504
-0.265 0.358 0.160
-0.057 -0.120 -0.530
0.256 0.849 -0.489
0.851 -0.847 -0.427
-1.105 0.692 0.439

These are the Löwdin partial charges, in e, on atoms 1 to 5: -0.029, -0.120, -1.123, 0.544, 0.531

=====

Entry 4:
# C2H5Cl3NO

A structure of composition C2H5Cl3NO in a non-equilibrium geometry (the ωB97M-V functional and the def2-TZVPD basis, the Open Molecules 2025 dataset).

## Properties
E_HOMO	-14.78	eV
relative energy (zero: lowest compared OMol25 entry of this formula, charge and spin)	2.066	eV
E_LUMO	-3.69	eV
gap between HOMO and LUMO	11.09	eV
E_tot	-1589.4405	a.u.
spin multiplicity	1
net charge	+1

Cartesian coordinates (Å):
C  -0.7296  0.1936  -0.2944
C  1.1148  0.8574  0.1555
N  -0.7643  -0.9406  0.6059
O  -0.8236  -0.1833  -1.5554
Cl  1.4037  0.5521  1.8929
Cl  2.2171  -0.0209  -0.9044
Cl  1.1227  2.5766  -0.1333
H  -1.4021  1.0043  -0.2459
H  -0.7338  -1.7088  0.0324
H  -1.6877  -0.9755  1.1666
H  0.1559  -0.9125  1.1972
H  0.1269  -0.4424  -1.9171

Force components x, y, z for each atom (eV/Å):
4.093 1.753 -0.205
-2.558 0.107 -0.677
-1.092 1.643 3.735
3.081 -1.347 -2.344
0.055 -0.239 -0.642
-0.493 0.100 0.385
0.013 -0.310 -0.149
-0.784 0.877 1.663
-0.054 -2.850 -1.733
2.019 -0.080 -0.590
-1.919 -0.147 -0.118
-2.359 0.494 0.675

These are the Löwdin partial charges, in e, on atoms 1 to 5: -0.366, -1.502, 0.193, 0.006, 0.650

=====

Entry 5:
# C2H5Cl3P2

A structure of composition C2H5Cl3P2 in a non-equilibrium geometry (the ωB97M-V functional and the def2-TZVPD basis, the Open Molecules 2025 dataset).

## Properties
E_HOMO	-9.08	eV
relative energy (zero: lowest compared OMol25 entry of this formula, charge and spin)	2.040	eV
E_LUMO	0.52	eV
gap between HOMO and LUMO	9.60	eV
E_tot	-2142.3525	a.u.
spin multiplicity	1

Cartesian coordinates (Å):
C  0.0586  -0.9439  0.7381
C  -1.1316  0.3581  -0.2780
P  1.6778  -0.1773  0.3914
P  0.1922  1.1279  -1.3407
Cl  -0.4748  -2.5592  0.4340
Cl  -1.7747  1.4909  0.9720
Cl  -2.3097  -0.4942  -1.1274
H  -0.1035  -0.7120  1.8614
H  2.2553  -0.7650  1.4980
H  1.8655  -1.2981  -0.3377
H  -0.7059  1.7989  -2.3719
H  0.4508  2.1738  -0.4392

Force components x, y, z for each atom (eV/Å):
-2.979 3.426 1.734
2.716 -0.882 2.363
0.135 -0.640 0.471
-1.609 0.728 -1.824
0.517 0.003 -0.267
0.016 -0.570 -0.437
-0.843 -0.448 -0.497
-0.433 -0.340 -1.966
0.516 -0.352 0.882
1.289 -0.832 -1.441
0.761 -0.455 1.431
-0.087 0.362 -0.449

These are the Löwdin partial charges, in e, on atoms 1 to 5: -1.040, -1.545, 0.679, 0.621, 0.552

=====

Entry 6:
# C2H5ClFN3

An isolated molecule of C2H5ClFN3 in a non-equilibrium geometry (the ωB97M-V functional and the def2-TZVPD basis, the Open Molecules 2025 dataset).

## Properties
SMILES	[H]/N=C(/NN)[C@H](F)Cl
E_HOMO	-8.83	eV
relative energy (zero: lowest compared OMol25 entry of this formula, charge and spin)	1.929	eV
E_LUMO	0.73	eV
gap between HOMO and LUMO	9.56	eV
E_tot	-803.4276	a.u.
spin multiplicity	1

Cartesian coordinates (Å):
H  -1.6668  1.1463  0.9627
N  -0.5693  1.3210  1.0590
C  0.2120  0.4427  0.4954
N  1.4892  0.7392  0.1456
N  2.3729  1.7183  0.6226
C  -0.1842  -0.8358  -0.1905
F  0.5138  -1.0983  -1.3936
Cl  -1.9586  -1.0399  -0.3252
H  1.9240  0.0011  -0.4388
H  3.0994  1.3995  1.5524
H  1.7508  2.6076  0.8734
H  0.3483  -1.6823  0.5022

Force components x, y, z for each atom (eV/Å):
3.417 -0.174 0.375
-1.475 -1.388 -0.499
-2.079 3.302 -0.748
1.923 -1.731 0.055
0.415 1.553 2.951
1.515 -3.431 1.597
-1.282 0.782 0.602
1.293 -0.103 -0.239
-0.099 1.241 0.709
-3.445 1.019 -3.169
1.883 -2.678 -0.304
-2.064 1.609 -1.330

These are the Löwdin partial charges, in e, on atoms 1 to 5: 0.066, 0.075, -0.511, -0.115, -0.049

=====

Entry 7:
# C2H5ClFOPS

An isolated molecule of C2H5ClFOPS in a non-equilibrium geometry (the ωB97M-V functional and the def2-TZVPD basis, the Open Molecules 2025 dataset).

## Properties
SMILES	CO[P@](=S)(Cl)CF
E_HOMO	-9.60	eV
relative energy (zero: lowest compared OMol25 entry of this formula, charge and spin)	0.041	eV
E_LUMO	0.53	eV
gap between HOMO and LUMO	10.13	eV
E_tot	-1454.0712	a.u.
spin multiplicity	1

Cartesian coordinates (Å):
C  2.0500  -0.0631  -0.4005
O  0.6334  0.1211  -0.4319
P  -0.5426  -0.5778  0.4773
S  0.0663  -0.8007  2.2437
Cl  -1.1457  -2.1610  -0.5169
C  -1.7742  0.7096  -0.0177
F  -2.9874  0.5238  0.5982
H  2.6297  0.8976  -0.2791
H  2.3577  -0.3944  -1.3492
H  2.2740  -0.7725  0.4846
H  -2.0629  0.8594  -1.1053
H  -1.4982  1.6580  0.2968

Force components x, y, z for each atom (eV/Å):
0.263 -0.047 2.765
-1.024 0.099 -0.271
2.090 2.512 -1.333
-0.409 -0.340 0.882
-0.353 -0.981 -0.461
-1.694 -0.566 -1.526
-0.734 -0.760 0.641
-1.134 -0.685 0.371
0.300 -1.096 -1.080
0.112 1.060 -1.638
1.127 -0.913 0.863
1.456 1.718 0.787

These are the Löwdin partial charges, in e, on atoms 1 to 5: -0.128, -0.443, -0.135, 0.306, 0.396

=====

Entry 8:
# C2H5ClIN

A structure of composition C2H5ClIN in a non-equilibrium geometry (the ωB97M-V functional and the def2-TZVPD basis, the Open Molecules 2025 dataset).

## Properties
E_HOMO	-9.39	eV
relative energy (zero: lowest compared OMol25 entry of this formula, charge and spin)	1.833	eV
E_LUMO	0.05	eV
gap between HOMO and LUMO	9.44	eV
E_tot	-891.7286	a.u.
spin multiplicity	1

Cartesian coordinates (Å):
C  0.6682  -0.1379  -1.0019
C  -0.8118  0.6285  1.1628
N  0.6796  0.8581  0.0509
Cl  0.4864  2.5103  -0.6798
I  -2.6654  0.3910  -0.0028
H  1.5696  -0.0283  -1.5698
H  0.6285  -1.1901  -0.7231
H  -0.1433  0.2146  -1.6723
H  -0.6875  -0.3236  1.7458
H  -0.8334  1.5187  1.9268

Force components x, y, z for each atom (eV/Å):
-1.199 1.383 -1.334
1.886 0.907 -0.738
-2.503 0.350 3.530
-0.004 -1.631 0.541
1.112 0.341 0.757
0.740 0.238 -0.276
-0.452 0.297 0.648
0.134 -1.225 -0.111
0.257 0.868 -0.973
0.030 -1.527 -2.044

These are the Löwdin partial charges, in e, on atoms 1 to 5: -0.282, -0.553, -0.534, 0.481, 0.651